(1)
{"formula": "C35H40MgN11O9", "method": "wB97M-V/def2-TZVPD", "de_lowest_kj_mol": 0.0, "homo_energy_ev": -5.9267, "total_charge": -1, "total_energy_ev": -77202.6778, "species": ["Mg", "N", "O", "O", "O", "N", "O", "O", "O", "N", "O", "O", "O", "N", "C", "C", "C", "C", "H", "H", "H", "H", "H", "N", "C", "C", "C", "C", "H", "H", "H", "H", "H", "N", "C", "C", "C", "C", "H", "H", "H", "H", "H", "N", "C", "C", "C", "C", "H", "H", "H", "H", "H", "N", "C", "C", "C", "C", "H", "H", "H", "H", "H", "N", "C", "C", "C", "C", "C", "H", "H", "H", "H", "H", "N", "C", "C", "C", "C", "C", "H", "H", "H", "H", "H", "N", "C", "C", "C", "C", "C", "H", "H", "H", "H", "H"], "coordinates": [[-0.147, -3.002, 2.650], [-0.653, -0.748, 0.428], [-0.069, -1.727, 0.969], [-1.870, -0.693, 0.419], [0.028, 0.206, -0.079], [-3.252, -3.323, 2.068], [-4.234, -2.895, 2.664], [-3.304, -3.870, 0.976], [-2.105, -3.119, 2.617], [0.927, -5.507, 0.929], [1.230, -6.469, 1.636], [1.245, -5.431, -0.270], [0.210, -4.557, 1.441], [-4.160, 2.986, -3.618], [-3.181, 2.118, -3.239], [-3.608, 1.462, -2.108], [-4.903, 1.963, -1.826], [-5.250, 2.887, -2.773], [-4.125, 3.482, -4.488], [-2.272, 1.997, -3.806], [-3.091, 0.706, -1.539], [-5.507, 1.602, -1.007], [-6.086, 3.550, -2.891], [2.178, -1.313, -1.657], [2.314, -2.527, -2.270], [3.563, -2.540, -2.861], [4.184, -1.294, -2.586], [3.288, -0.547, -1.850], [1.307, -0.951, -1.290], [1.518, -3.252, -2.263], [3.946, -3.356, -3.453], [5.154, -1.006, -2.957], [3.339, 0.472, -1.515], [-1.730, 2.890, 0.275], [-2.624, 3.887, 0.127], [-2.387, 4.827, 1.096], [-1.351, 4.303, 1.924], [-0.912, 3.144, 1.343], [-1.686, 2.067, -0.305], [-3.243, 3.941, -0.753], [-2.817, 5.813, 1.117], [-0.855, 4.859, 2.707], [-0.131, 2.429, 1.529], [0.350, 1.615, -2.533], [0.374, 2.980, -2.562], [0.377, 3.380, -3.874], [0.392, 2.195, -4.669], [0.373, 1.122, -3.809], [0.313, 1.088, -1.668], [0.362, 3.541, -1.641], [0.318, 4.401, -4.214], [0.416, 2.174, -5.745], [0.344, 0.058, -3.969], [3.685, 2.727, -0.248], [4.901, 2.652, 0.362], [4.664, 2.263, 1.648], [3.271, 2.046, 1.790], [2.688, 2.309, 0.587], [3.556, 2.971, -1.214], [5.801, 2.976, -0.126], [5.382, 2.032, 2.418], [2.766, 1.623, 2.640], [1.681, 2.345, 0.212], [1.946, -2.803, 2.975], [2.499, -2.313, 4.084], [3.798, -1.859, 4.180], [4.575, -1.885, 3.034], [3.992, -2.343, 1.866], [2.693, -2.818, 1.887], [1.845, -2.220, 4.945], [4.192, -1.642, 5.164], [5.611, -1.569, 3.043], [4.549, -2.319, 0.941], [2.270, -3.253, 0.992], [-0.516, -1.323, 3.931], [0.075, -0.169, 3.641], [-0.256, 1.035, 4.225], [-1.294, 1.064, 5.147], [-1.915, -0.138, 5.461], [-1.499, -1.289, 4.825], [0.895, -0.208, 2.929], [0.252, 1.957, 3.981], [-1.659, 1.973, 5.609], [-2.802, -0.216, 6.075], [-2.110, -2.183, 4.896], [-3.272, -3.383, -2.018], [-2.056, -2.933, -1.760], [-1.363, -2.062, -2.588], [-1.965, -1.598, -3.736], [-3.285, -1.984, -3.949], [-3.867, -2.879, -3.084], [-1.635, -3.191, -0.790], [-0.373, -1.721, -2.300], [-1.502, -0.906, -4.428], [-3.822, -1.608, -4.811], [-4.897, -3.177, -3.261]]}

(2)
{"formula": "C35H41BN9O3RuS", "method": "wB97M-V/def2-TZVPD", "multiplicity": 2, "s_squared": 0.7929, "homo_energy_ev": [-8.0702, -8.2305], "total_charge": 0, "total_energy_ev": -70609.0174, "species": ["Ru", "C", "C", "C", "C", "C", "C", "N", "N", "B", "N", "C", "C", "C", "N", "C", "C", "C", "N", "C", "C", "C", "N", "C", "C", "C", "H", "H", "H", "H", "H", "H", "H", "H", "H", "H", "H", "H", "H", "H", "H", "H", "H", "H", "H", "H", "H", "H", "H", "H", "H", "H", "H", "H", "C", "C", "C", "C", "C", "C", "C", "S", "O", "O", "N", "C", "C", "C", "C", "C", "C", "C", "C", "N", "C", "H", "H", "H", "H", "H", "H", "H", "H", "H", "H", "H", "H", "H", "O", "C", "N"], "coordinates": [[0.320, 0.580, 0.709], [3.118, -2.374, -2.092], [2.659, -0.921, -1.954], [2.937, -0.144, -3.246], [3.338, -0.236, -0.806], [4.710, -0.070, -0.547], [4.762, 0.748, 0.563], [3.503, 1.039, 0.936], [2.643, 0.434, 0.102], [3.028, 2.087, 1.962], [2.264, 1.381, 3.081], [2.328, 1.544, 4.409], [1.346, 0.764, 4.990], [0.693, 0.140, 3.917], [1.288, 0.513, 2.787], [-0.488, -0.783, 3.903], [-0.082, -2.203, 4.311], [-1.603, -0.246, 4.799], [2.057, 3.036, 1.210], [1.981, 4.365, 1.323], [1.189, 4.851, 0.302], [0.796, 3.723, -0.427], [1.319, 2.630, 0.154], [0.031, 3.667, -1.723], [-0.255, 5.076, -2.235], [-1.272, 2.888, -1.583], [2.699, -2.820, -2.996], [4.206, -2.423, -2.156], [2.800, -2.970, -1.236], [1.582, -0.893, -1.754], [4.009, -0.129, -3.450], [2.430, -0.616, -4.089], [2.588, 0.886, -3.165], [5.543, -0.482, -1.091], [5.603, 1.153, 1.101], [3.952, 2.699, 2.409], [3.069, 2.186, 4.855], [1.119, 0.664, 6.037], [-0.860, -0.807, 2.875], [0.330, -2.209, 5.322], [-0.949, -2.864, 4.289], [0.672, -2.599, 3.630], [-1.309, -0.268, 5.851], [-1.848, 0.780, 4.525], [-2.499, -0.857, 4.678], [2.510, 4.886, 2.103], [0.944, 5.879, 0.103], [0.667, 3.146, -2.447], [-0.917, 5.596, -1.539], [0.665, 5.655, -2.336], [-0.747, 5.030, -3.206], [-1.934, 3.365, -0.861], [-1.796, 2.820, -2.538], [-1.078, 1.879, -1.229], [-5.855, -0.783, -5.273], [-5.056, -0.749, -4.000], [-5.635, -1.122, -2.789], [-4.924, -1.030, -1.604], [-3.618, -0.570, -1.629], [-3.016, -0.205, -2.821], [-3.738, -0.299, -3.999], [-2.780, -0.335, -0.068], [-2.815, 1.076, 0.171], [-3.394, -1.215, 0.890], [-1.200, -0.771, -0.316], [-0.953, -2.142, -0.345], [-1.791, -3.097, -0.901], [-1.453, -4.457, -0.903], [-0.279, -4.902, -0.361], [0.593, -3.977, 0.242], [1.805, -4.349, 0.861], [2.567, -3.398, 1.484], [2.123, -2.069, 1.492], [1.020, -1.685, 0.894], [0.249, -2.601, 0.263], [-6.630, -1.547, -5.237], [-5.218, -0.966, -6.138], [-6.349, 0.180, -5.422], [-6.656, -1.484, -2.775], [-5.363, -1.304, -0.653], [-1.992, 0.150, -2.819], [-3.271, -0.013, -4.935], [-2.722, -2.790, -1.346], [-2.140, -5.165, -1.348], [-0.010, -5.950, -0.384], [2.116, -5.386, 0.840], [3.501, -3.655, 1.964], [2.696, -1.302, 2.000], [-1.779, 3.957, 2.426], [-1.297, 2.917, 2.121], [-0.795, 1.866, 1.889]]}

(3)
{"formula": "C35H41ClN3O2Pt", "method": "wB97M-V/def2-TZVPD", "multiplicity": 3, "s_squared": 2.0054, "homo_energy_ev": [-4.3969, -4.7062], "total_charge": -1, "total_energy_ev": -61294.0961, "species": ["Pt", "C", "C", "C", "C", "C", "C", "C", "C", "C", "C", "C", "C", "N", "C", "C", "C", "C", "C", "N", "C", "C", "C", "C", "H", "H", "H", "H", "H", "H", "H", "H", "H", "H", "H", "H", "H", "H", "H", "H", "H", "H", "H", "H", "H", "H", "H", "H", "H", "H", "H", "H", "H", "N", "C", "C", "C", "C", "C", "C", "C", "C", "C", "C", "C", "C", "H", "H", "H", "H", "H", "H", "H", "H", "H", "H", "Cl", "C", "C", "O", "O", "H", "H"], "coordinates": [[-0.342, 0.519, -1.204], [0.323, 2.409, 2.243], [1.339, 2.161, 3.327], [2.751, 2.373, 2.861], [0.925, 0.856, 4.034], [0.795, 0.961, 5.401], [0.334, -0.064, 6.163], [-0.112, -1.235, 5.553], [0.003, -1.403, 4.203], [-0.658, -2.643, 3.583], [0.202, -3.515, 2.661], [-1.889, -2.009, 2.957], [0.533, -0.305, 3.432], [0.611, -0.394, 2.049], [1.838, -0.421, 1.632], [2.377, -0.105, 0.342], [3.753, -0.120, 0.146], [3.910, 0.573, -1.039], [2.717, 1.050, -1.525], [1.767, 0.576, -0.656], [2.543, 2.065, -2.641], [2.949, 1.377, -4.016], [3.455, 3.204, -2.492], [1.081, 2.649, -2.779], [0.388, 3.451, 1.905], [-0.675, 2.291, 2.693], [0.311, 1.683, 1.407], [1.148, 2.851, 4.142], [3.015, 1.981, 1.895], [3.521, 2.101, 3.654], [3.029, 3.436, 2.815], [1.163, 1.888, 5.836], [0.242, -0.037, 7.286], [-0.518, -1.959, 6.189], [-0.920, -3.281, 4.460], [0.431, -3.054, 1.733], [-0.222, -4.475, 2.387], [1.190, -3.739, 3.072], [-2.590, -1.672, 3.707], [-2.513, -2.670, 2.278], [-1.718, -1.074, 2.481], [2.582, -0.778, 2.398], [4.577, -0.614, 0.735], [4.918, 0.603, -1.520], [4.062, 1.200, -4.066], [2.735, 1.952, -4.830], [2.475, 0.417, -4.095], [4.482, 2.877, -2.437], [3.270, 3.785, -1.601], [3.473, 3.829, -3.363], [0.366, 1.892, -3.037], [1.052, 3.462, -3.568], [0.873, 3.192, -1.886], [-0.974, -1.606, -0.690], [-2.112, -2.061, -1.356], [-1.987, -3.305, -1.984], [-3.072, -3.899, -2.624], [-4.169, -3.128, -2.925], [-4.189, -1.835, -2.439], [-3.179, -1.251, -1.695], [-3.361, 0.169, -1.258], [-4.626, 0.583, -0.944], [-4.956, 1.941, -0.686], [-3.945, 2.857, -0.784], [-2.626, 2.442, -0.963], [-2.282, 1.105, -1.213], [-1.113, -1.696, 0.289], [-0.107, -2.042, -1.119], [-1.165, -3.961, -1.867], [-2.998, -4.947, -2.940], [-5.000, -3.576, -3.462], [-5.035, -1.082, -2.712], [-5.418, -0.109, -0.944], [-5.903, 2.370, -0.418], [-4.156, 3.940, -0.617], [-1.850, 3.243, -0.921], [1.118, -0.485, -5.779], [0.433, -1.939, -4.994], [0.325, -1.684, -3.476], [0.717, -2.596, -2.740], [-0.215, -0.580, -3.180], [1.050, -2.830, -5.098], [-0.557, -2.137, -5.367]]}